1.
Entry from the OMol25 dataset: a 8-piece molecular cluster, C31H64NO26 overall (ωB97M-V with the def2-TZVPD basis set).

```
! wB97M-V def2-TZVPD RIJCOSX def2/J DEFGRID3
* xyz 1 1
O 3.611 6.322 -0.087
O 2.181 -3.441 8.780
O 2.265 0.707 -7.636
O 2.118 5.405 -1.573
O 4.599 -3.378 3.209
O 1.825 -2.166 0.342
O 0.210 -0.316 -7.723
O -4.247 -1.922 -2.033
O -6.731 2.203 -3.862
O -8.012 0.580 -2.861
O -2.232 -1.659 -3.105
O -3.366 -7.129 6.232
O 3.514 -4.608 7.482
O -4.188 -0.741 -3.884
O 0.269 9.285 -5.433
O 3.561 0.293 1.266
O 3.650 4.105 -0.687
O 1.807 -3.413 6.513
O 1.499 10.467 -4.050
O 1.144 11.276 -6.171
O -4.895 -5.436 6.502
O 6.793 -4.170 3.845
O -2.941 -4.955 5.623
O 1.555 -0.375 -5.862
O -1.570 -3.339 1.746
O -8.862 2.592 -3.095
N 3.257 -1.334 3.154
C -0.334 9.109 -6.714
C 4.769 3.921 0.178
C 2.437 -3.783 7.492
C 6.240 -4.688 1.404
C -3.459 -0.190 -4.979
C 2.070 1.149 -8.978
C -3.433 -1.461 -3.016
C 5.862 -4.050 2.870
C 1.239 -0.024 -7.134
C 3.365 0.118 2.716
C 0.987 10.429 -5.306
C 1.065 -2.568 8.945
C 3.171 5.374 -0.718
C -3.700 -5.959 6.129
C 2.100 -0.959 -0.507
C -0.514 -1.608 3.444
C -8.743 3.943 -3.537
C -3.584 -2.703 -1.041
C 4.489 -2.044 2.600
C 3.900 -5.052 6.182
C -7.763 1.830 -3.327
C -1.645 -5.362 5.186
C 0.369 -2.356 0.273
C 1.508 6.687 -1.707
C -1.777 -2.414 2.831
C -6.935 -0.338 -3.039
C -0.193 -3.540 1.316
C 0.559 -1.155 -5.203
C 2.269 0.311 0.542
C 2.284 11.625 -3.772
C -5.803 -6.386 7.057
H -3.140 -3.599 -1.488
H -2.300 -3.007 3.724
H -0.378 -0.594 -5.120
H 3.095 -5.628 5.716
H -6.048 -7.161 6.324
H 0.102 -2.701 -0.834
H -6.047 -0.001 -2.494
H -3.010 -0.985 -5.583
H 0.399 -2.102 -5.729
H -0.875 -1.080 4.450
H -2.694 0.506 -4.621
H 6.290 -3.826 0.607
H -1.044 9.916 -6.920
H 1.679 12.532 -3.861
H 1.365 0.336 1.288
H 2.375 -1.812 2.869
H 1.194 1.802 -9.046
H -0.227 -1.344 0.464
H 0.147 -3.044 8.588
H -1.723 -6.096 4.378
H 4.498 4.149 1.214
H 3.307 -1.391 4.209
H 5.408 -1.352 2.878
H -7.927 4.450 -3.012
H 0.954 -2.360 10.013
H 1.206 -0.796 -1.279
H 2.951 1.723 -9.277
H -9.678 4.459 -3.301
H 5.069 2.871 0.124
H 5.500 -5.564 1.092
H -1.127 -4.480 4.801
H 1.106 7.026 -0.746
H -7.243 -1.304 -2.630
H -6.711 -0.469 -4.102
H -2.596 -1.618 2.485
H 1.237 -1.619 8.426
H -2.823 -2.108 -0.526
H 7.312 -5.201 1.478
H 2.281 1.299 -0.127
H 0.679 6.595 -2.413
H -5.389 -6.829 7.969
H -4.329 -3.019 -0.306
H 4.186 -4.203 5.553
H -0.882 8.163 -6.702
H -1.065 -5.764 6.023
H 4.350 0.548 3.236
H -4.161 0.365 -5.608
H 2.485 0.781 3.132
H 0.430 9.054 -7.496
H 2.643 11.550 -2.742
H -8.592 3.982 -4.621
H 0.917 -1.378 -4.194
H 3.153 11.671 -4.436
H 4.770 -5.706 6.294
H 2.222 7.414 -2.107
H 1.970 0.294 -9.655
H -6.725 -5.859 7.320
H 0.581 -3.803 2.163
H -0.210 -4.515 0.621
H 3.106 -1.080 -1.121
H 0.323 -2.380 3.801
H -0.035 -0.788 2.757
H 5.614 4.538 -0.147
H 4.461 -2.165 1.433
*
```

## Properties
electronic energy	-3230.126118	Ha
strongest force on any atom	9.25	eV/Å
orbital gap	9.3	eV
HOMO level	-12.1	eV

Results of the Löwdin charge analysis, in e, for atoms 1 through 99:
1 O 0.1151
2 O 0.0013
3 O -0.0112
4 O -0.0128
5 O -0.0858
6 O -0.2339
7 O 0.1097
8 O -0.0129
9 O 0.1032
10 O -0.0037
11 O 0.0953
12 O 0.1149
13 O 0.0045
14 O -0.0359
15 O -0.0175
16 O -0.1589
17 O -0.0249
18 O 0.0731
19 O -0.0189
20 O 0.1128
21 O -0.0107
22 O 0.0088
23 O -0.0187
24 O -0.0125
25 O -0.2021
26 O -0.0092
27 N 0.1046
28 C -0.0521
29 C -0.0551
30 C -0.5587
31 C -0.0112
32 C -0.0330
33 C -0.0496
34 C -0.5455
35 C -0.2676
36 C -0.5586
37 C -0.1393
38 C -0.5610
39 C -0.0455
40 C -0.5604
41 C -0.5568
42 C -0.1288
43 C -0.1075
44 C -0.0525
45 C -0.0432
46 C -0.1102
47 C -0.0442
48 C -0.5569
49 C -0.0493
50 C -0.1786
51 C -0.0430
52 C -0.2456
53 C -0.0550
54 C -0.1617
55 C -0.0487
56 C -0.1279
57 C -0.0511
58 C -0.0477
59 H 0.1033
60 H 0.1264
61 H 0.0789
62 H 0.1018
63 H 0.1007
64 H 0.1475
65 H 0.0846
66 H 0.1016
67 H 0.1052
68 H 0.1129
69 H 0.0976
70 H 0.0961
71 H 0.1002
72 H 0.1002
73 H 0.1198
74 H 0.1509
75 H 0.0995
76 H 0.1360
77 H 0.0986
78 H 0.1057
79 H 0.0966
80 H 0.2091
81 H 0.1835
82 H 0.0972
83 H 0.1006
84 H 0.1463
85 H 0.0955
86 H 0.0952
87 H 0.0838
88 H 0.1136
89 H 0.0668
90 H 0.1001
91 H 0.0997
92 H 0.0964
93 H 0.1438
94 H 0.0949
95 H 0.0793
96 H 0.1201
97 H 0.1578
98 H 0.0974
99 H 0.1006

=====

2.
Entry from the OMol25 dataset: C31H65BFIN13O32P2 as an isolated structure (ωB97M-V with the def2-TZVPD basis set).

```
! wB97M-V def2-TZVPD RIJCOSX def2/J DEFGRID3
* xyz 1 1
I 0.394 -3.215 -3.808
P -1.644 -3.637 1.542
P -2.449 -3.722 -2.389
F -2.679 -1.538 0.287
O -3.174 -2.437 -5.310
O 4.516 2.607 5.480
O -3.313 -4.009 -1.208
O 1.582 -1.498 4.394
O -5.040 -6.630 1.507
O -7.513 -2.415 0.672
O 0.521 0.485 -3.596
O 1.843 5.945 0.250
O 1.031 4.052 0.881
O -1.449 -2.229 -8.293
O -4.430 -0.695 -5.153
O 5.477 -7.114 -0.432
O -1.208 -1.389 -2.254
O 1.362 11.186 0.132
O 1.057 6.321 5.406
O 0.182 -0.008 1.746
O 2.284 -0.404 -2.510
O -0.798 10.314 6.250
O -2.114 1.296 -2.611
O 8.335 2.818 -1.598
O -7.229 -0.291 0.451
O 3.648 -1.978 4.791
O -6.264 -7.659 0.063
O 4.147 -8.031 -1.859
O 2.798 1.661 -1.759
O 5.396 2.861 7.435
O 0.213 4.423 5.998
O -2.816 -3.017 -9.766
O -1.853 9.381 4.617
O -0.241 10.449 1.377
O -3.204 1.033 -0.537
O 7.421 2.400 -3.509
N -1.709 -2.721 -9.377
N -1.470 10.349 5.243
N 0.862 10.371 0.875
N -0.607 -2.544 0.480
N -7.252 -1.314 1.104
N -3.910 -1.591 -5.785
N 1.245 4.913 0.049
N 7.489 2.986 -2.447
N 2.710 -1.219 4.770
N -5.833 -6.657 0.583
N 5.246 -7.682 -1.478
N 4.559 3.098 6.597
N 0.431 5.309 5.193
C 4.596 0.125 -1.793
C 0.951 0.136 -2.542
C 6.410 -7.969 -2.361
C 0.274 0.229 -1.177
C 0.727 4.664 -1.321
C -0.117 5.117 3.825
C 2.593 -5.541 0.151
C -4.182 -1.669 -7.242
C 2.933 0.179 5.233
C -1.692 -5.421 1.203
C 0.986 -6.765 -1.085
C -6.928 -1.196 2.552
C -0.908 -3.455 3.256
C -0.904 -2.752 -2.085
C -1.864 11.686 4.720
C -1.125 -0.542 -1.095
C 2.171 -6.759 -0.368
C 0.268 -5.601 -1.254
C -1.182 -0.287 1.467
C 3.143 0.524 -2.008
C 1.656 9.159 1.211
C 0.668 -4.393 -0.729
C 0.219 1.097 2.663
C -6.315 -5.355 0.049
C -4.439 0.547 -1.127
C 1.864 -4.388 -0.004
C 3.484 4.071 6.933
C 6.433 3.999 -2.171
C -0.563 -2.976 -10.292
C -1.348 -1.199 0.262
C -0.033 -3.049 -0.828
B -2.208 0.644 -1.402
H -5.922 -0.793 2.629
H -4.284 -0.452 -1.581
H -1.604 -2.810 3.804
H 0.830 -2.379 -1.002
H 0.075 -2.955 3.230
H 6.871 -7.018 -2.612
H 3.545 4.884 6.214
H 0.205 -2.273 1.054
H -2.949 11.726 4.709
H -4.768 1.189 -1.954
H 1.062 1.000 3.348
H -0.836 -4.416 3.774
H -1.613 -0.789 2.354
H -5.224 0.420 -0.380
H -6.036 -5.308 -0.999
H 0.246 2.027 2.078
H 3.639 4.436 7.942
H -5.846 -4.554 0.607
H 3.537 -5.532 0.693
H -3.196 -2.930 -3.284
H 7.094 -8.601 -1.803
H 0.934 -0.283 -0.461
H 2.610 9.215 0.700
H 5.474 3.486 -2.188
H 3.968 0.288 5.533
H -7.655 -0.523 2.996
H -2.262 0.694 -3.355
H -1.455 12.449 5.373
H -1.456 11.776 3.716
H 0.605 -7.696 -1.501
H 0.181 1.259 -0.814
H -0.796 5.940 3.618
H 0.724 5.118 3.136
H 2.265 0.353 6.073
H -6.987 -2.182 3.001
H -0.683 1.127 3.295
H -0.082 -2.022 -10.485
H 2.265 -3.466 0.424
H 4.695 -0.736 -1.124
H -0.640 4.168 3.795
H 5.103 0.966 -1.308
H -1.734 0.657 1.361
H -0.672 -5.676 -1.799
H 1.794 9.147 2.289
H -2.229 -4.934 -3.098
H 6.052 -8.474 -3.251
H -4.848 -0.857 -7.511
H 5.116 -0.011 -2.750
H -4.645 -2.632 -7.439
H -0.944 -3.412 -11.209
H -1.921 -5.750 0.190
H -2.452 -5.860 1.865
H 1.089 8.295 0.879
H 2.711 -7.681 -0.232
H 6.490 4.751 -2.952
H -7.394 -5.332 0.171
H 1.577 4.657 -1.998
H 2.535 3.549 6.853
H 0.111 -3.661 -9.787
H 0.031 5.460 -1.570
H 0.227 3.703 -1.321
H -3.223 -1.583 -7.762
H -0.742 -5.912 1.485
H 2.702 0.841 4.404
H 6.616 4.439 -1.197
*
```

## Properties
electronic energy	-5443.484144	Ha
strongest force on any atom	3.71	eV/Å
orbital gap	8.3	eV
HOMO level	-10.8	eV

Results of the Löwdin charge analysis, in e, for atoms 1 through 99:
1 I 1.0739
2 P 1.0414
3 P 0.7224
4 F 0.0181
5 O -0.0032
6 O 0.0244
7 O -0.4429
8 O 0.0276
9 O 0.0419
10 O 0.0689
11 O 0.1892
12 O 0.0737
13 O 0.0400
14 O 0.0398
15 O 0.0725
16 O 0.0716
17 O -0.1666
18 O 0.0777
19 O 0.0780
20 O -0.1839
21 O 0.0568
22 O 0.0691
23 O 0.2031
24 O 0.0747
25 O 0.0551
26 O 0.0988
27 O 0.0737
28 O 0.0541
29 O 0.0992
30 O 0.0940
31 O 0.0474
32 O 0.0862
33 O 0.0467
34 O 0.0514
35 O 0.0303
36 O 0.0556
37 N -0.4277
38 N -0.4551
39 N -0.4540
40 N -0.0568
41 N -0.4369
42 N -0.4246
43 N -0.4267
44 N -0.4578
45 N -0.4325
46 N -0.4461
47 N -0.4274
48 N -0.4394
49 N -0.4431
50 C 0.0410
51 C -0.4026
52 C 0.0552
53 C 0.0344
54 C 0.0656
55 C 0.0481
56 C -0.0568
57 C 0.0467
58 C 0.0371
59 C -0.2671
60 C -0.0447
61 C 0.0532
62 C -0.2326
63 C -0.8053
64 C 0.0484
65 C -0.1917
66 C -0.0624
67 C -0.1199
68 C -0.1228
69 C -0.4807
70 C 0.0420
71 C -0.2705
72 C -0.0481
73 C 0.0323
74 C -0.0113
75 C -0.0338
76 C 0.0501
77 C 0.0437
78 C 0.0580
79 C -0.3505
80 C -0.2635
81 B -0.5852
82 H 0.0970
83 H 0.1015
84 H 0.0338
85 H 0.1245
86 H 0.0169
87 H 0.1029
88 H 0.0989
89 H 0.1373
90 H 0.1009
91 H 0.1075
92 H 0.0619
93 H 0.0523
94 H 0.1398
95 H 0.0741
96 H 0.0958
97 H 0.0809
98 H 0.1021
99 H 0.0766

=====

3.
Entry from the OMol25 dataset: a 13-piece molecular cluster, C31H66N4O35 overall (ωB97M-V with the def2-TZVPD basis set).

```
! wB97M-V def2-TZVPD RIJCOSX def2/J DEFGRID3
* xyz 0 1
O 4.557 -5.956 -1.456
O 0.158 5.363 -2.980
O -6.600 2.669 -4.774
O 1.744 4.944 -4.436
O -2.843 -6.083 1.550
O -5.429 2.117 -2.976
O -2.522 1.678 6.605
O -3.395 -3.112 -1.743
O 0.808 -1.067 -0.074
O 2.908 -4.849 -0.424
O 0.546 3.242 -3.667
O 1.597 -4.508 2.482
O -0.680 -0.836 1.641
O -3.404 -2.189 -3.899
O -2.864 -4.992 3.380
O -0.749 0.497 -0.157
O -2.919 -1.575 6.310
O -1.658 -3.262 5.965
O 2.623 -5.571 -2.561
O 5.652 -0.923 1.688
O -1.478 -2.895 -3.123
O 2.242 -2.924 -5.182
O -2.117 2.842 4.818
O 2.796 -0.704 -5.408
O -3.763 5.351 -0.405
O 3.489 -3.550 3.032
O -2.031 4.991 0.843
O -6.951 0.658 -3.714
O 2.638 4.016 1.160
O 1.982 1.849 1.442
O 1.329 -1.523 -3.838
O 5.995 1.151 2.362
O -3.921 3.463 6.114
O 0.899 3.454 2.545
O 6.139 0.596 0.087
N 2.489 -4.243 3.254
N -3.000 5.648 0.525
N -1.890 -2.064 5.892
N -2.459 -5.168 2.252
C 6.234 2.539 2.368
C 5.493 -6.031 -0.382
C 3.286 -3.282 -6.081
C 3.321 -6.162 -3.682
C -0.910 -1.167 5.200
C 2.076 6.330 -4.563
C 3.354 -5.353 -1.429
C 0.511 4.782 2.864
C -4.726 -1.704 -3.830
C -0.568 -3.372 -2.186
C -0.255 -0.522 0.557
C 0.775 4.445 -3.697
C -2.572 3.611 3.752
C -0.857 4.929 -1.986
C 1.521 -2.030 0.659
C -7.798 2.704 -5.505
C 2.149 -1.638 -4.876
C -6.451 1.757 -3.802
C -3.573 1.128 7.449
C -3.309 6.941 1.119
C -1.716 1.336 0.491
C 1.172 -0.273 -3.209
C -1.476 -4.148 1.714
C 5.984 0.346 1.277
C 5.574 -2.113 0.812
C 1.904 3.186 1.694
C 2.731 1.284 0.385
C -2.954 2.742 5.877
C -2.843 -2.777 -2.832
C 2.418 -4.814 4.629
C -5.086 1.451 -1.747
H 0.357 -0.236 -2.486
H 5.607 3.115 3.049
H -5.891 1.622 -1.031
H 2.311 -2.378 -0.006
H 1.204 6.847 -4.964
H 3.124 -4.247 -6.563
H -4.274 7.387 0.877
H -8.358 3.547 -5.101
H 1.965 -5.794 4.477
H -1.145 5.712 -1.285
H 6.260 -5.284 -0.590
H 1.068 0.576 -3.884
H -5.364 -2.129 -4.605
H 1.385 5.322 3.226
H -1.743 2.279 -0.055
H -7.585 2.870 -6.561
H -1.512 1.570 1.536
H 6.109 -2.939 1.281
H 0.057 5.309 2.025
H -3.241 0.280 8.048
H 2.101 0.019 -2.719
H -0.017 -2.545 -1.739
H 5.966 -1.871 -0.176
H 7.281 2.678 2.637
H -0.940 -4.741 0.973
H 3.678 -7.137 -3.351
H -2.722 0.918 0.447
H -4.191 1.976 -1.414
H 5.096 -5.691 0.574
H 1.992 -1.667 1.573
H 0.190 -3.971 -2.690
H -4.921 0.383 -1.893
H 3.261 -2.614 -6.942
H 2.377 6.590 -3.548
H 1.021 -2.980 0.846
H -1.803 4.655 -2.453
H -2.387 7.484 0.915
H -0.430 4.117 -1.397
H 2.872 6.462 -5.296
H -5.187 -1.856 -2.854
H -1.364 -0.708 4.321
H 3.389 -4.976 5.095
H -0.023 -1.684 4.834
H -3.391 4.327 3.820
H -4.066 1.867 8.081
H -0.530 -0.464 5.941
H -0.198 4.751 3.692
H 3.732 1.684 0.227
H 2.663 0.205 0.522
H -1.842 4.314 3.351
H -4.338 0.607 6.873
H 4.510 -2.351 0.825
H -8.329 1.761 -5.635
H -0.722 -3.928 2.469
H -3.180 6.986 2.200
H 4.151 -5.619 -4.135
H 4.218 -3.343 -5.520
H 1.836 -4.099 5.210
H 6.078 2.943 1.367
H -1.038 -3.950 -1.390
H 2.208 1.608 -0.515
H -4.558 -0.668 -4.126
H -2.705 2.964 2.885
H -1.981 -3.289 1.272
H 2.597 -6.243 -4.492
H 5.984 -6.991 -0.221
*
```

## Properties
electronic energy	-4072.723011	Ha
strongest force on any atom	4.58	eV/Å
orbital gap	9.5	eV
HOMO level	-10.2	eV

Results of the Löwdin charge analysis, in e, for atoms 1 through 99:
1 O -0.0345
2 O -0.0023
3 O 0.0051
4 O 0.0010
5 O 0.0590
6 O -0.0324
7 O -0.0093
8 O 0.0580
9 O -0.0464
10 O 0.1177
11 O 0.1051
12 O 0.0604
13 O 0.1200
14 O -0.0023
15 O 0.0550
16 O 0.0055
17 O 0.0536
18 O 0.0583
19 O 0.0039
20 O -0.0449
21 O -0.0182
22 O -0.0004
23 O 0.0223
24 O 0.0824
25 O 0.0674
26 O 0.0564
27 O 0.0422
28 O 0.1132
29 O 0.1023
30 O -0.0152
31 O 0.0038
32 O -0.0125
33 O 0.1067
34 O -0.0025
35 O 0.0890
36 N -0.4085
37 N -0.4214
38 N -0.4183
39 N -0.4361
40 C -0.0438
41 C -0.0272
42 C -0.0481
43 C -0.0386
44 C 0.0541
45 C -0.0217
46 C -0.5396
47 C -0.0479
48 C -0.0473
49 C -0.0616
50 C -0.5747
51 C -0.6253
52 C -0.0876
53 C 0.0080
54 C -0.0761
55 C -0.0574
56 C -0.5586
57 C -0.5587
58 C -0.0494
59 C 0.0402
60 C -0.0262
61 C -0.0376
62 C 0.0443
63 C -0.5428
64 C -0.0006
65 C -0.5298
66 C -0.0159
67 C -0.5346
68 C -0.4574
69 C 0.0561
70 C -0.0175
71 H 0.0834
72 H 0.0949
73 H 0.0999
74 H 0.0852
75 H 0.0958
76 H 0.0876
77 H 0.1127
78 H 0.1011
79 H 0.1016
80 H 0.0638
81 H 0.0907
82 H 0.0879
83 H 0.0991
84 H 0.1013
85 H 0.0802
86 H 0.0919
87 H 0.0829
88 H 0.0856
89 H 0.0826
90 H 0.0822
91 H 0.0977
92 H 0.0713
93 H 0.0908
94 H 0.0943
95 H 0.0848
96 H 0.0947
97 H 0.0934
98 H 0.0817
99 H 0.0852